# C33H41IN2PRhS3SbSi2

A molecular structure, C33H41IN2PRhS3SbSi2 (wB97M-V/def2-TZVPD, OMol25).

Structure (XYZ):
```
85
Properties=species:S:1:pos:R:3:forces:R:3:lowdin_charge:R:1
Rh -0.7746 0.0556 1.5652 0.1 0.1 0.0 0.16
S 1.3401 -2.3289 3.9539 0.0 0.0 0.0 -0.18
Sb -0.5101 -1.0643 4.6741 0.0 0.0 0.0 0.25
S -0.1601 1.0873 3.6008 0.0 0.0 0.0 -0.15
S -1.3348 -2.1096 2.6602 0.0 0.0 0.0 -0.18
I 1.8017 -0.8845 0.3859 0.0 0.0 0.0 1.18
C 2.7938 0.6121 1.4659 0.0 0.0 0.0 -0.59
C 3.6963 0.1322 2.3724 0.0 0.0 0.0 -0.17
C 4.5975 1.0032 3.0138 0.0 0.0 0.0 -0.06
C 4.6159 2.3187 2.6659 0.0 0.0 0.0 -0.03
C 3.6816 2.8368 1.7362 0.0 0.0 0.0 -0.16
C 3.7672 4.1967 1.3525 0.0 0.0 0.0 -0.02
C 2.8829 4.7298 0.4658 0.0 0.0 0.0 -0.06
C 1.8039 3.9434 0.0234 0.0 0.0 0.0 -0.10
C 1.6523 2.6266 0.3869 0.0 0.0 0.0 -0.31
P -0.0155 1.9011 0.1171 0.0 0.0 0.0 0.93
C -1.0713 3.3742 0.3672 0.0 0.0 0.0 -0.38
C -2.0343 3.7923 -0.5434 0.0 0.0 0.0 -0.08
C -2.9113 4.8218 -0.2160 0.0 0.0 0.0 -0.08
C -2.8287 5.4442 1.0190 0.0 0.0 0.0 -0.10
C -1.8599 5.0372 1.9319 0.0 0.0 0.0 -0.08
C -0.9926 4.0070 1.6120 0.0 0.0 0.0 -0.13
C -0.1353 1.5655 -1.6699 0.0 0.0 0.0 -0.39
C 0.8820 1.8548 -2.5738 0.0 0.0 0.0 -0.08
C 0.7349 1.5396 -3.9184 0.0 0.0 0.0 -0.07
C -0.4307 0.9408 -4.3715 0.0 0.0 0.0 -0.09
C -1.4465 0.6394 -3.4742 0.0 0.0 0.0 -0.08
C -1.2949 0.9385 -2.1298 0.0 0.0 0.0 -0.13
C 2.6752 2.0004 1.1763 0.0 0.0 0.0 -0.21
H 3.7247 -0.9269 2.5907 0.0 0.0 0.0 0.06
H 5.2945 0.6080 3.7402 0.0 0.0 0.0 0.11
H 5.3443 2.9969 3.0929 0.0 0.0 0.0 0.11
H 4.5615 4.7998 1.7757 0.0 0.0 0.0 0.12
H 2.9628 5.7616 0.1508 0.0 0.0 0.0 0.11
H 1.0359 4.4177 -0.5754 0.0 0.0 0.0 0.11
H -2.1072 3.3188 -1.5138 0.0 0.0 0.0 0.10
H -3.6530 5.1419 -0.9373 0.0 0.0 0.0 0.10
H -3.5065 6.2508 1.2688 0.0 0.0 0.0 0.10
H -1.7845 5.5200 2.8979 0.0 0.0 0.0 0.11
H -0.2558 3.6798 2.3370 0.0 0.0 0.0 0.07
H 1.7962 2.3195 -2.2267 0.0 0.0 0.0 0.10
H 1.5361 1.7611 -4.6115 0.0 0.0 0.0 0.11
H -0.5420 0.6950 -5.4196 0.0 0.0 0.0 0.10
H -2.3525 0.1571 -3.8192 0.0 0.0 0.0 0.11
H -2.0815 0.6837 -1.4272 0.0 0.0 0.0 0.08
C -1.8502 -2.5458 -1.1607 0.0 0.0 0.0 -0.20
Si -0.3132 -3.4736 -1.6974 0.0 0.0 0.0 0.37
C -0.8156 -5.0961 -2.5006 0.0 0.0 0.0 -0.18
C 0.6004 -2.4372 -2.9686 0.0 0.0 0.0 -0.18
C 0.7281 -3.8340 -0.2078 0.0 0.0 0.0 -0.28
Si 2.2477 -4.8961 -0.1258 0.0 0.0 0.0 0.38
C 3.1574 -4.8830 -1.7682 0.0 0.0 0.0 -0.19
C 1.6860 -6.6499 0.2482 0.0 0.0 0.0 -0.18
C 3.4199 -4.3252 1.2170 0.0 0.0 0.0 -0.20
H -2.5116 -2.3266 -2.0033 0.0 0.0 0.0 0.04
H -1.5604 -1.5947 -0.7016 0.0 0.0 0.0 -0.02
H -2.4066 -3.1166 -0.4131 0.0 0.0 0.0 0.03
H -1.4428 -4.9139 -3.3769 0.0 0.0 0.0 0.03
H -1.3812 -5.7170 -1.8028 0.0 0.0 0.0 0.03
H 0.0553 -5.6692 -2.8261 0.0 0.0 0.0 0.02
H -0.0096 -2.3424 -3.8712 0.0 0.0 0.0 0.03
H 1.5521 -2.8899 -3.2531 0.0 0.0 0.0 0.02
H 0.8015 -1.4267 -2.6038 0.0 0.0 0.0 -0.01
H 0.2995 -3.5647 0.7607 0.0 0.0 0.0 -0.05
H 2.5308 -5.2241 -2.5956 0.0 0.0 0.0 0.02
H 4.0263 -5.5438 -1.7180 0.0 0.0 0.0 0.03
H 3.5168 -3.8798 -2.0091 0.0 0.0 0.0 0.03
H 1.0032 -7.0183 -0.5201 0.0 0.0 0.0 0.02
H 1.1673 -6.6935 1.2080 0.0 0.0 0.0 0.03
H 2.5421 -7.3274 0.2949 0.0 0.0 0.0 0.03
H 3.9025 -3.3842 0.9436 0.0 0.0 0.0 0.00
H 4.2021 -5.0713 1.3779 0.0 0.0 0.0 0.03
H 2.8941 -4.1675 2.1613 0.0 0.0 0.0 -0.01
C -5.7798 2.7602 1.6415 0.0 0.0 0.0 -0.01
N -4.8485 1.6914 1.3392 0.0 0.0 -0.1 -0.12
C -5.1300 0.5106 0.6930 0.0 0.0 0.1 -0.05
C -3.9526 -0.1670 0.6165 0.0 0.0 -0.1 -0.13
N -2.9551 0.5940 1.1777 0.0 0.0 0.0 -0.05
C -3.5301 1.6967 1.6045 0.0 0.0 0.0 -0.16
H -6.6277 2.3718 2.2028 0.0 0.0 0.0 0.09
H -6.1337 3.2286 0.7239 0.0 0.0 0.0 0.09
H -5.2667 3.5078 2.2416 0.0 0.0 0.0 0.09
H -6.1251 0.2589 0.3715 0.0 0.0 0.0 0.12
H -3.7546 -1.1434 0.2105 0.0 0.0 0.0 0.08
H -3.0361 2.5063 2.1166 0.0 0.0 0.0 0.12
```
Positions in Å, forces in eV/Å.

Computed properties:
Highest occupied orbital energy (alpha / beta)   -6.4 / -7.1 eV
2S+1   6
Expectation value of S²   8.777
Kohn-Sham gap (alpha / beta)   6.34 / 6.34 eV

***

# C2H8NO2

2 unconnected molecules or ions with the total composition C2H8NO2 (wB97M-V/def2-TZVPD, OMol25).

Structure (XYZ):
```
13
Properties=species:S:1:pos:R:3:forces:R:3:lowdin_charge:R:1
C 1.6744 -1.1327 0.7631 -0.5 -0.1 -0.7 -0.25
O 0.3819 -1.4648 0.3019 0.8 0.5 0.2 -0.24
H 1.6908 -0.4000 1.5897 -0.1 -0.4 0.3 0.05
H 2.1843 -2.0700 1.0089 0.3 0.2 0.4 0.05
H 2.2561 -0.6227 -0.0184 0.0 -0.2 -0.2 0.06
N -1.5488 1.0005 0.4472 0.5 0.0 -0.2 -0.03
C -1.1474 1.0940 -0.9897 0.4 -0.1 -0.4 -0.53
O -0.1265 0.2712 -1.3771 -0.2 0.1 0.1 -0.31
H -2.0027 0.0955 0.5713 0.2 0.1 0.0 0.04
H -0.6349 0.8794 0.9020 -0.5 0.0 0.1 0.04
H -2.0719 0.9297 -1.5867 0.0 0.0 0.1 0.07
H -0.8494 2.1474 -1.1612 -0.2 0.1 0.1 0.07
H 0.1941 -0.7276 -0.4510 -0.6 -0.2 0.0 -0.02
```
Positions in Å, forces in eV/Å.

Computed properties:
Highest occupied orbital energy   -3.4 eV
2S+1   1
Kohn-Sham gap   7.83 eV
Total charge   -1

***

# C41H43Ge2P2PtS

A molecular structure, C41H43Ge2P2PtS (wB97M-V/def2-TZVPD, OMol25).

Structure (XYZ):
```
90
Properties=species:S:1:pos:R:3:forces:R:3:lowdin_charge:R:1
Pt 0.2566 0.4026 -0.9474 0.3 0.2 0.7 0.30
C 3.5604 0.0321 -0.7480 0.0 -0.1 -0.1 -0.37
C 3.4187 1.3622 -0.0085 0.0 0.1 0.1 -0.36
P 1.6932 2.0611 -0.0467 0.0 0.0 -0.6 0.86
C 1.5724 2.7807 1.6093 0.0 0.0 0.1 -0.37
C 0.8404 2.0787 2.5600 -0.1 -0.1 0.1 -0.09
C 0.7966 2.5187 3.8770 0.0 0.0 0.0 -0.07
C 1.4849 3.6641 4.2441 0.0 0.0 0.0 -0.08
C 2.2274 4.3653 3.2988 0.0 0.0 0.0 -0.08
C 2.2761 3.9263 1.9860 -0.1 0.0 0.0 -0.09
C 1.7868 3.4657 -1.2034 0.0 0.0 0.2 -0.38
C 0.9918 4.5938 -1.0197 -0.1 0.1 0.0 -0.09
C 0.9671 5.5997 -1.9749 0.0 -0.1 0.0 -0.08
C 1.7416 5.4908 -3.1210 0.0 0.0 0.0 -0.08
C 2.5334 4.3665 -3.3130 -0.1 0.1 0.0 -0.08
C 2.5480 3.3575 -2.3633 0.1 -0.1 -0.1 -0.10
P 2.0465 -0.9869 -0.5453 -0.1 -0.1 0.2 0.81
C 2.1385 -1.5922 1.1740 0.2 0.0 0.0 -0.35
C 3.2889 -1.4937 1.9571 -0.1 -0.1 0.0 -0.09
C 3.2816 -1.9108 3.2823 0.0 0.0 -0.1 -0.08
C 2.1258 -2.4382 3.8365 0.0 0.0 0.0 -0.08
C 0.9780 -2.5464 3.0633 0.0 0.0 0.0 -0.06
C 0.9828 -2.1221 1.7452 -0.1 0.1 0.0 -0.10
C 2.2900 -2.4264 -1.6098 0.2 -0.1 0.0 -0.37
C 3.0204 -3.5409 -1.2003 0.0 0.0 0.0 -0.08
C 3.1745 -4.6208 -2.0557 0.0 0.0 0.0 -0.08
C 2.6090 -4.5886 -3.3241 0.0 0.0 0.0 -0.08
C 1.8856 -3.4792 -3.7372 0.0 0.0 0.0 -0.07
C 1.7199 -2.3999 -2.8805 0.0 -0.1 0.0 -0.11
H 4.4428 -0.5213 -0.4198 0.1 0.1 0.0 0.08
H 3.6684 0.1783 -1.8256 -0.1 0.0 0.0 0.08
H 4.1020 2.1200 -0.3973 0.1 -0.1 0.0 0.09
H 3.6528 1.2292 1.0487 0.0 0.0 0.0 0.08
H 0.3043 1.1798 2.2701 0.0 0.0 0.0 0.08
H 0.2229 1.9633 4.6075 0.0 0.0 0.0 0.10
H 1.4463 4.0146 5.2674 0.0 0.0 0.0 0.10
H 2.7694 5.2562 3.5884 0.0 0.0 0.0 0.10
H 2.8518 4.4806 1.2551 0.0 0.0 0.0 0.11
H 0.3780 4.6915 -0.1328 0.0 0.0 0.0 0.11
H 0.3364 6.4662 -1.8257 0.0 0.0 0.0 0.10
H 1.7209 6.2748 -3.8664 0.0 0.0 0.0 0.10
H 3.1274 4.2692 -4.2120 0.0 0.0 0.0 0.11
H 3.1444 2.4704 -2.5478 0.0 0.0 0.0 0.10
H 4.2052 -1.0968 1.5456 0.1 0.1 0.0 0.09
H 4.1798 -1.8191 3.8792 0.0 0.0 0.0 0.10
H 2.1142 -2.7566 4.8707 0.0 0.0 0.0 0.10
H 0.0663 -2.9371 3.4954 0.0 0.0 0.0 0.10
H 0.0704 -2.1743 1.1638 0.0 0.0 0.0 0.05
H 3.4443 -3.5790 -0.2034 0.0 0.0 0.0 0.10
H 3.7286 -5.4919 -1.7311 0.0 0.0 0.0 0.10
H 2.7259 -5.4359 -3.9876 0.0 0.0 0.0 0.10
H 1.4319 -3.4600 -4.7194 0.0 0.0 0.0 0.11
H 1.1222 -1.5457 -3.1830 0.0 0.0 0.0 0.03
S -0.3937 0.7848 -2.9909 -0.1 0.1 -0.5 0.03
C -2.2330 -2.6712 -3.1156 0.1 -0.1 -0.1 -0.25
Ge -2.3781 -2.7243 -1.1679 0.0 0.0 -0.1 0.64
C -4.0900 -3.5499 -0.7025 -0.2 -0.1 0.1 -0.25
C -1.0206 -3.9749 -0.5165 0.1 -0.2 0.0 -0.25
Ge -2.0283 -0.4753 -0.3809 -0.1 0.2 0.0 0.64
C -3.4349 0.6720 -1.1438 0.0 0.2 0.0 -0.38
C -3.2055 2.0431 -1.2802 0.0 0.0 0.0 -0.17
C -4.1865 2.8959 -1.7659 0.0 -0.1 0.0 -0.09
C -5.4220 2.3872 -2.1447 0.0 0.0 0.0 -0.10
C -5.6645 1.0271 -2.0321 0.0 0.0 0.0 -0.09
C -4.6797 0.1817 -1.5322 -0.1 0.0 0.0 -0.11
C -2.3308 -0.4085 1.5664 -0.1 0.0 0.2 -0.36
C -2.4573 0.8212 2.2185 0.0 0.0 0.0 -0.13
C -2.6817 0.8943 3.5864 0.0 0.0 0.0 -0.10
C -2.7895 -0.2699 4.3376 0.0 0.0 0.0 -0.10
C -2.6802 -1.5011 3.7081 0.0 0.0 0.0 -0.10
C -2.4522 -1.5644 2.3380 0.1 0.0 0.1 -0.14
H -2.1524 -3.6878 -3.5062 0.0 0.0 0.0 0.02
H -1.3464 -2.1076 -3.4105 0.0 0.0 0.0 -0.03
H -3.1023 -2.1900 -3.5643 0.0 0.0 0.0 0.02
H -4.1671 -4.4985 -1.2385 0.0 0.0 0.0 0.02
H -4.9453 -2.9325 -0.9716 0.0 0.0 0.0 0.00
H -4.1470 -3.7586 0.3660 0.0 0.0 0.0 0.01
H -1.1867 -4.9369 -1.0073 0.0 0.0 0.0 0.03
H -1.0809 -4.1348 0.5614 0.0 0.0 0.0 0.01
H -0.0149 -3.6368 -0.7574 0.1 0.0 0.0 -0.01
H -2.2311 2.4492 -1.0287 0.0 0.0 0.0 0.06
H -3.9809 3.9549 -1.8621 0.0 0.0 0.0 0.10
H -6.1878 3.0483 -2.5306 0.0 0.0 0.0 0.10
H -6.6218 0.6192 -2.3324 0.0 0.0 0.0 0.10
H -4.9029 -0.8756 -1.4487 0.0 0.0 0.0 0.07
H -2.3913 1.7396 1.6434 0.0 0.0 0.0 0.10
H -2.7852 1.8589 4.0688 0.0 0.0 0.0 0.10
H -2.9711 -0.2174 5.4036 0.0 0.0 0.0 0.10
H -2.7780 -2.4141 4.2836 0.0 0.0 0.0 0.10
H -2.3716 -2.5431 1.8753 0.0 0.0 -0.1 0.07
```
Positions in Å, forces in eV/Å.

Computed properties:
Highest occupied orbital energy (alpha / beta)   -6.1 / -7.5 eV
2S+1   4
Expectation value of S²   3.764
Kohn-Sham gap (alpha / beta)   6.50 / 6.34 eV

***

> Number 3 is which compound?

C41H43Ge2P2PtS